42
Properties=species:S:1:pos:R:3 method="wB97M-V/def2-TZVPD" orbital_gap_ev=10.04 relative_energy_kcal_mol=7.9 lumo_energy_ev=0.27 charge=0
Br -4.127 5.643 -0.358
H 1.898 7.890 -8.542
C 2.102 6.849 -8.295
C -1.290 1.767 4.805
Br -8.401 9.096 3.473
H 0.548 6.861 -6.896
C -3.576 4.077 -1.478
Br 0.877 -0.120 5.042
H 2.400 6.369 -9.228
H 0.817 2.327 4.216
C 1.614 8.857 1.576
H -2.002 5.254 -2.553
H 1.039 9.533 2.209
H -6.211 10.553 2.206
Br 3.615 6.912 -7.047
C 1.507 9.310 0.116
C -6.564 11.147 3.049
H 0.116 1.221 3.158
C 2.816 9.751 -0.571
H 3.529 10.183 0.130
C 0.131 1.480 4.216
H -3.064 3.376 -0.819
H 1.018 5.174 -7.334
H -8.463 11.537 4.046
H -1.308 1.466 5.853
H -6.030 10.961 3.981
H -3.422 5.218 -3.319
C -2.789 4.529 -2.758
Br -6.162 13.063 2.564
Br -0.660 6.048 -8.943
O 0.434 9.423 -0.421
H 2.643 10.620 -1.206
C -8.009 10.990 3.221
H -4.443 3.478 -1.755
H -1.684 2.783 4.797
C 0.942 6.207 -7.674
H -8.495 11.364 2.319
H 2.649 8.886 1.916
H 3.233 8.950 -1.181
Br -2.198 2.990 -3.710
H 1.099 7.923 1.803
Br -2.535 0.706 3.675


41
Properties=species:S:1:pos:R:3 method="wB97M-V/def2-TZVPD" s_squared=0.769 orbital_gap_ev="5.65 / 4.46" relative_energy_kcal_mol=0.0 spin_multiplicity=2 lumo_energy_ev="-13.28 / -14.47" charge=+3
I 0.338 -2.383 1.349
H -1.165 -3.794 -1.361
I 0.499 1.027 -2.563
H 4.745 0.561 -0.926
C 3.709 0.512 -1.291
C -1.082 0.786 2.170
H 3.391 1.493 -1.658
H -1.493 4.371 0.860
V 0.197 -0.302 -0.291
H -2.095 -0.295 -3.463
H 2.259 1.040 2.216
H -2.877 -1.915 -3.427
H 3.850 1.498 1.504
H -0.938 -0.241 2.503
Cl -2.182 1.278 4.582
C -0.818 2.380 0.488
H -2.295 3.796 3.219
H -2.917 -3.525 -1.639
C 3.618 -1.369 0.809
C -2.041 -3.214 -1.053
Cl 1.243 -2.034 -1.761
H 2.326 2.235 0.888
C -1.396 3.372 1.273
H -4.107 -1.087 -1.118
P -1.730 -1.449 -1.363
H -3.176 0.443 -0.923
C -1.835 3.061 2.559
H 3.536 -2.262 0.182
C -1.979 -1.341 -3.160
H -2.221 -3.385 0.014
N -0.661 1.111 0.918
C -3.207 -0.629 -0.680
H 4.668 -1.048 0.863
H 3.245 -1.606 1.811
H -0.470 2.584 -0.527
H -3.222 -0.745 0.413
P 2.636 -0.027 0.074
H 3.639 -0.211 -2.111
H -1.105 -1.760 -3.671
C -1.670 1.750 3.001
C 2.784 1.321 1.292


42
Properties=species:S:1:pos:R:3 method="wB97M-V/def2-TZVPD" orbital_gap_ev=6.36 lumo_energy_ev=2.64 charge=-1
O -0.731 3.607 -0.021
O -0.449 0.455 -2.189
C -1.560 3.092 -0.673
F -1.288 -5.078 -0.668
C 3.167 -0.739 0.443
H -2.732 -1.089 1.850
H -3.715 2.794 -0.919
O -0.801 0.119 0.303
F -3.260 -2.624 -1.549
O 1.187 -1.039 -0.873
H -2.072 1.225 -3.136
H 2.856 2.035 1.597
H 1.598 0.766 0.225
H -3.265 3.924 0.457
C 2.078 -0.006 -0.398
O -1.165 -1.894 -1.275
H 2.365 0.667 2.637
C -2.249 -2.082 1.951
H -3.015 2.179 0.574
H -1.172 -1.875 2.106
H -3.456 -3.308 0.660
H -2.373 0.896 -1.426
H -2.590 -2.617 2.851
H 4.670 -0.393 1.948
C 2.720 0.731 -1.607
H 3.390 1.538 -1.268
H 1.933 1.093 -2.285
C -2.440 -1.983 -0.627
H -2.926 -1.007 -0.450
H 2.620 -1.472 1.063
H 3.757 -1.316 -0.297
C -1.611 1.259 -2.130
C -2.985 3.040 -0.125
H 3.898 1.524 3.005
C -2.435 -2.881 0.628
H 4.707 0.773 0.582
O -1.206 2.607 -1.912
C 3.234 1.186 2.194
H 3.337 -0.019 -2.139
P -0.341 -0.571 -0.907
H -1.723 -3.741 0.525
C 4.043 0.223 1.274


48
Properties=species:S:1:pos:R:3 method="wB97M-V/def2-TZVPD" orbital_gap_ev=7.95 lumo_energy_ev=2.47 charge=-1
C -1.361 -2.389 1.379
Sb -0.353 0.381 -0.088
C 0.750 0.451 -3.195
F -3.373 2.651 0.722
H -0.692 2.033 -2.467
N 0.532 -4.181 1.947
H 0.237 -1.076 2.200
H 0.852 -2.474 0.646
C 0.202 1.415 -2.006
H -2.197 -2.189 3.269
F -0.979 2.226 2.389
C -0.840 -0.849 1.733
C 1.752 0.493 0.537
H 1.012 1.193 -4.097
C -0.762 2.298 0.894
F -2.463 -1.215 -1.617
H 2.781 0.006 -2.016
O 1.266 0.785 3.611
F -1.917 3.715 -1.012
H 1.582 -4.143 1.785
F -2.945 1.076 -1.746
H 2.304 1.191 -0.260
C -2.039 3.192 0.378
O 3.637 0.341 2.553
H 1.892 -1.545 -2.827
H 0.052 -1.124 -0.920
H 2.242 -0.583 0.364
H -1.465 -0.123 -3.699
F -3.416 -0.229 0.314
H -0.254 -1.676 -3.530
H 1.055 2.217 -1.786
F -1.936 4.452 1.220
H -0.298 -3.770 -0.098
H -0.215 -0.558 -5.045
O 2.717 2.802 2.346
H 0.423 -3.842 2.929
C 2.123 -0.377 -2.899
H 2.806 -0.279 -3.874
H -1.548 -0.269 2.460
H 2.259 3.184 3.171
O -1.999 -2.931 2.627
C -0.028 -3.223 0.919
C -2.427 0.043 -0.771
C -0.388 -0.562 -3.864
H -2.191 -2.450 0.571
P 2.238 1.091 2.226
H 0.966 1.629 4.082
F 0.409 3.196 0.548


51
Properties=species:S:1:pos:R:3 method="wB97M-V/def2-TZVPD" orbital_gap_ev=7.78 lumo_energy_ev=2.19 charge=-1
O -3.298 -2.983 -0.701
H 2.841 -0.469 2.546
H 1.014 -2.026 1.966
C -1.068 2.218 -1.974
H -3.809 2.889 -4.753
H -3.605 -0.130 1.404
O -1.754 -5.092 1.445
O 0.035 1.703 -1.898
H 3.359 0.946 -2.435
C 0.910 -4.464 2.177
H 1.159 -5.597 2.458
C 3.291 -1.549 2.308
N -0.586 -3.105 -0.115
O -1.811 2.286 -3.121
H -3.284 4.400 -4.029
H 3.757 -2.056 3.261
O 3.266 1.542 2.305
S -2.127 -2.319 0.120
C 2.082 -2.398 1.596
O 2.571 1.489 0.123
O 2.177 -3.859 1.736
C 3.344 1.945 1.156
S -0.420 -4.554 0.844
H -4.840 3.693 -3.544
O -1.279 -2.106 3.262
C 4.156 2.898 -0.687
P -2.655 -1.975 2.202
O -1.977 -0.877 -0.504
N -3.781 -3.065 2.712
H 2.023 3.205 -0.837
H -3.377 -3.580 3.537
H 4.325 3.901 -1.088
H 2.103 -2.173 0.424
O 4.216 2.906 0.729
C 2.764 2.403 -0.944
H -3.683 1.770 -2.492
C 2.596 1.717 -2.284
H 0.525 -3.981 3.198
H -2.539 4.518 -1.696
O -1.723 2.805 -0.929
C -3.114 2.680 -2.721
O 0.064 -5.678 -0.154
H 4.119 -1.356 1.481
H 1.626 1.211 -2.336
O -3.310 -0.381 2.349
H -1.558 -2.446 4.167
H 4.936 2.226 -1.062
H -3.678 3.488 -0.790
C -3.807 3.461 -3.819
H 2.662 2.437 -3.106
C -2.836 3.484 -1.487


38
Properties=species:S:1:pos:R:3 method="wB97M-V/def2-TZVPD" orbital_gap_ev=9.74 relative_energy_kcal_mol=63.1 lumo_energy_ev=0.59 charge=0
H -2.148 0.207 -0.336
C 3.188 1.054 -1.032
H 3.654 -1.006 -0.722
H 4.194 1.455 -1.197
O -1.402 -1.724 -1.267
H 1.937 -2.937 0.684
H -2.280 -1.163 1.648
C -0.798 1.093 0.879
C -3.074 2.000 0.386
H -4.063 1.762 0.024
H 2.474 1.822 -0.677
C 3.156 -0.211 -0.087
H -3.271 2.428 1.364
C 1.823 -2.003 1.280
O 0.138 2.385 -0.895
C 1.782 -0.763 0.356
N 0.263 0.224 -1.291
H -2.579 2.758 -0.306
H -0.577 2.192 2.613
C -2.231 0.795 0.657
C 0.863 -0.962 -0.938
H -0.382 3.094 1.270
C -2.902 -0.242 1.561
H 3.006 0.930 -2.103
O -0.016 -3.195 -0.443
H -3.090 0.092 2.608
H 1.390 -1.374 -1.797
H 2.695 -1.962 1.949
H 1.409 -0.021 1.117
C -0.173 -2.086 -0.842
H 3.742 0.075 0.704
H 0.442 0.535 -2.219
H -3.856 -0.585 1.163
N -0.311 2.171 1.667
H -0.410 0.211 1.342
C -0.086 1.251 -0.492
H 0.888 -2.040 1.948
H -1.891 -2.520 -1.234